Record 1
C3H12N2OS | ωB97M-V/def2-TZVPD

Geometry (Å):
N  -1.05  0.06  -1.17
C  0.27  -0.25  -0.67
C  1.44  0.41  -1.46
S  0.88  0.79  -3.24
C  0.66  -0.23  0.83
N  -0.28  -1.15  1.60
H  -1.61  -0.70  -1.53
H  -1.57  0.71  -0.51
H  0.39  -1.34  -0.87
H  1.74  1.42  -1.17
H  2.39  -0.17  -1.53
H  -0.42  0.49  -3.27
H  0.77  0.82  1.26
H  1.66  -0.64  0.81
H  -0.29  -2.04  1.07
H  0.26  -1.32  2.46
H  -1.83  0.27  2.28
H  -1.42  1.78  2.39
O  -2.01  1.09  2.73

Values from the calculation:
total energy	-19166.638	eV
2S+1	2
net charge	-1
frontier orbital gap (alpha / beta)	0.08553 / 0.31775	Eh
energy relative to the best compared isomer or geometry (same formula, charge and spin)	88.6	kJ/mol
lowest unoccupied orbital energy (alpha / beta)	3.21 / 3.17	eV

---

Record 2
CH3NO3 | ωB97M-V/def2-TZVPD

Geometry (Å):
C  1.65  -0.13  0.28
N  0.44  0.19  -0.02
O  -0.30  1.12  -0.06
O  -2.07  0.10  -0.04
O  -1.61  -1.14  0.00
H  1.94  -1.18  0.06
H  2.27  0.55  0.70
H  -2.33  0.50  -0.91

Values from the calculation:
total energy	-8710.100	eV
2S+1	1
frontier orbital gap (alpha / beta)	0.33566 / 0.34260	Eh
energy relative to the best compared isomer or geometry (same formula, charge and spin)	662.5	kJ/mol
lowest unoccupied orbital energy (alpha / beta)	-0.40 / -0.29	eV

---

Record 3
C18H16O4S2 | ωB97M-V/def2-TZVPD

Geometry (Å):
C  1.44  1.93  1.56
C  2.64  2.58  0.82
C  3.39  1.40  0.26
C  2.78  0.22  0.54
C  1.48  0.43  1.20
C  1.04  -0.55  2.21
C  1.32  -1.91  2.02
C  0.90  -2.88  2.94
C  0.16  -2.49  4.07
C  -0.14  -1.14  4.26
C  0.29  -0.18  3.35
H  1.57  2.06  2.64
H  0.49  2.39  1.26
H  2.27  3.25  0.03
H  3.25  3.18  1.50
H  4.31  1.54  -0.29
H  3.18  -0.78  0.32
H  1.87  -2.23  1.13
H  1.14  -3.92  2.76
H  -0.18  -3.25  4.78
H  -0.74  -0.83  5.12
H  0.05  0.87  3.50
C  -3.47  -0.89  -4.22
C  -2.83  -1.43  -3.11
C  -1.94  -0.64  -2.38
C  -1.70  0.67  -2.76
C  -2.34  1.22  -3.87
C  -3.23  0.43  -4.60
S  -0.54  1.54  -1.71
O  0.64  1.84  -2.50
O  -1.25  2.62  -1.05
C  -0.25  0.29  -0.63
S  -1.03  -1.17  -0.93
O  -2.01  -1.45  0.10
O  -0.09  -2.19  -1.33
H  -4.16  -1.51  -4.79
H  -3.00  -2.46  -2.79
H  -2.13  2.25  -4.14
H  -3.73  0.85  -5.47
H  0.55  0.36  0.19

Values from the calculation:
total energy	-48779.936	eV
2S+1	1
frontier orbital gap	0.18521	Eh
lowest unoccupied orbital energy	-2.64	eV

---

Record 4
C8H18N4S | ωB97M-V/def2-TZVPD

Geometry (Å):
C  5.14  -0.04  0.38
C  3.65  -0.29  0.67
C  2.53  -0.44  -0.44
C  1.21  -0.81  0.19
N  0.08  -0.52  -0.77
C  -1.17  -0.23  -0.40
S  -2.24  -1.85  0.02
C  -3.81  -1.20  0.36
N  -2.12  0.18  -1.41
C  -3.05  1.14  -1.25
N  -3.00  2.00  -0.18
C  -2.16  1.78  0.81
N  -1.29  0.79  0.66
H  5.09  0.82  -0.34
H  5.88  0.23  1.08
H  5.59  -0.81  -0.19
H  3.62  -1.17  1.52
H  3.27  0.51  1.25
H  2.63  0.52  -0.87
H  2.77  -1.24  -1.13
H  0.95  -0.30  1.05
H  1.19  -1.87  0.48
H  -0.03  -1.14  -1.52
H  -4.40  -1.85  0.97
H  -4.41  -0.77  -0.48
H  -3.58  -0.29  0.98
H  -2.24  -0.33  -2.29
H  -3.92  1.25  -1.98
H  -3.54  2.83  -0.09
H  -2.21  2.49  1.71
H  -0.46  0.59  1.21

Values from the calculation:
total energy	-25363.658	eV
2S+1	1
net charge	+2
structure (SMILES)	CCCCN[C@]1(SC)NC=[NH+]C=[NH+]1
frontier orbital gap (alpha / beta)	0.22382 / 0.22384	Eh
energy relative to the best compared isomer or geometry (same formula, charge and spin)	65.8	kJ/mol
lowest unoccupied orbital energy (alpha / beta)	-9.78 / -9.78	eV

---

Record 5
C5H7NO2S | ωB97M-V/def2-TZVPD

Geometry (Å):
C  -2.13  -0.59  -0.41
C  -0.16  0.55  0.15
C  0.35  -0.65  -0.08
C  0.52  1.82  0.53
C  1.76  -1.11  0.03
N  -1.57  0.63  0.01
O  -2.21  1.67  0.21
O  -0.78  -2.49  -1.69
S  -0.96  -1.91  -0.36
H  -3.20  -0.69  -0.47
H  0.35  2.03  1.59
H  0.08  2.65  -0.03
H  1.58  1.77  0.34
H  2.04  -1.22  1.08
H  2.45  -0.39  -0.42
H  1.89  -2.07  -0.47

Values from the calculation:
total energy	-21714.983	eV
2S+1	1
frontier orbital gap (alpha / beta)	0.29780 / 0.29787	Eh
energy relative to the best compared isomer or geometry (same formula, charge and spin)	344.0	kJ/mol
lowest unoccupied orbital energy (alpha / beta)	-0.77 / -0.77	eV

---

Record 6
C31H27CuF3N4O3S2 | ωB97M-V/def2-TZVPD

Geometry (Å):
Cu  -0.41  -0.47  0.22
S  4.58  4.29  2.29
C  5.04  4.12  3.93
C  4.38  3.08  4.52
C  3.49  2.42  3.63
C  3.48  2.95  2.36
C  2.70  2.55  1.19
C  1.84  1.45  1.27
N  1.08  1.01  0.28
C  1.12  1.69  -0.93
C  2.00  2.79  -1.11
C  2.02  3.43  -2.42
C  1.24  2.99  -3.42
C  0.33  1.88  -3.24
C  -0.47  1.38  -4.24
C  -1.33  0.29  -4.00
C  -1.36  -0.21  -2.70
N  -0.62  0.25  -1.70
C  0.27  1.27  -1.96
C  -2.16  -0.32  -5.04
C  -2.93  -1.45  -5.00
C  -3.61  -1.73  -6.22
C  -3.34  -0.82  -7.19
S  -2.27  0.39  -6.62
C  2.77  3.21  -0.05
H  5.76  4.79  4.37
H  4.52  2.80  5.55
H  2.88  1.57  3.92
H  1.79  0.88  2.19
H  2.70  4.26  -2.56
H  1.28  3.47  -4.39
H  -0.42  1.84  -5.23
H  -2.05  -1.01  -2.45
H  -3.02  -2.08  -4.12
H  -4.26  -2.59  -6.37
H  -3.70  -0.79  -8.21
H  3.44  4.05  -0.19
N  3.78  -2.92  -0.34
C  2.87  -3.93  0.20
C  1.81  -3.28  1.09
O  0.83  -3.87  1.47
O  2.05  -2.01  1.38
H  4.73  -3.26  -0.43
H  2.88  -1.79  0.92
H  3.47  -2.58  -1.24
H  3.42  -4.61  0.85
H  2.35  -4.52  -0.55
C  -1.39  -4.32  -1.18
O  -0.71  -3.08  -0.89
C  -0.99  -2.34  0.16
C  -2.07  -2.88  1.05
H  -1.09  -5.09  -0.46
H  -1.07  -4.60  -2.18
H  -2.47  -4.19  -1.16
H  -1.99  -3.95  1.23
H  -3.03  -2.68  0.57
H  -2.05  -2.36  2.01
F  -3.27  1.19  6.37
C  -3.80  1.60  5.21
F  -3.91  2.93  5.26
F  -5.04  1.09  5.12
C  -2.96  1.17  4.03
C  -3.36  1.53  2.76
C  -2.58  1.13  1.69
N  -1.48  0.40  1.83
C  -1.11  0.05  3.06
C  -1.82  0.42  4.20
H  -4.25  2.13  2.61
H  -2.84  1.40  0.67
H  -0.21  -0.55  3.14
H  -1.48  0.12  5.18

Values from the calculation:
total energy	-119150.197	eV
2S+1	2
frontier orbital gap (alpha / beta)	0.16095 / 0.26127	Eh
lowest unoccupied orbital energy (alpha / beta)	0.05 / 0.04	eV

---

Record 7
CH3ClNO2S | ωB97M-V/def2-TZVPD

Geometry (Å):
C  0.08  -0.15  -0.02
N  1.73  -1.17  0.03
O  -0.09  -2.99  -0.29
O  1.96  -3.66  0.85
S  0.87  -2.71  0.79
Cl  2.01  -1.41  -1.65
H  -0.55  -1.12  -0.41
H  -0.08  0.11  0.95
H  0.33  0.60  -0.72

Values from the calculation:
total energy	-30026.641	eV
2S+1	1
net charge	-1
frontier orbital gap	0.28851	Eh
energy relative to the best compared isomer or geometry (same formula, charge and spin)	309.1	kJ/mol
lowest unoccupied orbital energy	3.95	eV

---

> Which formula does entry 2 have?

CH3NO3

---

> Look up the 2S+1 of the fifth one.

1

---

> Look up the total energy of the second one.

-8710.100 eV